# 1
The following is a DFT calculation (the ωB97M-V functional and the def2-TZVPD basis) of one molecule with the formula C4H8N4O.

Each line ends with the Löwdin charge.
Positions of all 17 atoms, in Å:
H 2.254 1.585 -0.059  0.054
N 1.285 1.884 0.085  0.185
C 0.586 0.935 -0.371  -0.393
C -0.851 0.903 -0.399  -0.346
N -1.690 1.840 -0.311  0.198
H -1.190 2.705 -0.130  0.061
N -1.274 -0.444 -0.666  -0.082
C -2.178 -0.960 0.279  -0.073
O -0.064 -1.208 -0.608  -0.072
N 1.017 -0.317 -0.770  -0.071
C 2.119 -0.853 0.090  -0.021
H -1.845 -0.646 1.319  0.111
H -3.178 -0.534 0.192  0.096
H -2.234 -2.016 0.352  0.075
H 2.062 -0.448 1.128  0.099
H 3.100 -0.481 -0.245  0.088
H 2.083 -1.945 0.114  0.090

As for the SMILES: [H]/N=c1/c(=N\[H])n(C)on1C. The gap between HOMO and LUMO is 9.0 eV. As for the multiplicity: 1. The HOMO energy is -8.8 eV.

=====

# 2
The following is a DFT calculation (the ωB97M-V functional and the def2-TZVPD basis) of a 2-piece molecular cluster, C4H8N4O2 overall.

Each line ends with the Löwdin charge.
Positions of all 18 atoms, in Å:
C 1.838 0.424 -1.074  0.004
C 2.801 0.358 -0.084  -0.418
C -2.093 -0.382 1.014  0.111
C -3.441 -0.284 0.366  -0.326
N 0.850 -0.150 0.878  0.056
N -0.428 -0.009 -1.026  0.146
N 0.620 0.026 -0.421  -0.395
N 4.160 0.423 -0.153  0.132
O 2.223 0.069 1.071  -0.011
O -3.466 -0.581 -1.023  -0.086
H 1.981 0.436 -2.109  0.088
H -1.771 0.448 1.705  0.072
H -1.572 -1.340 1.216  0.061
H -3.929 -1.135 0.791  0.106
H -3.971 0.583 0.735  0.107
H 4.660 0.863 -0.950  0.129
H 4.631 0.263 0.782  0.140
H -3.094 -0.013 -1.717  0.086

The gap between HOMO and LUMO is 6.8 eV. As for the multiplicity: 1. The HOMO energy is -7.7 eV.

=====

# 3
The following is a DFT calculation (the ωB97M-V functional and the def2-TZVPD basis) of an isolated ion of composition C4H8NO and charge +1.

Each line ends with the Löwdin charge.
Positions of all 14 atoms, in Å:
C -2.283 0.628 0.100  0.063
C -1.216 -0.141 -0.150  -0.204
C 1.062 -1.106 0.165  -0.077
C 1.653 0.098 -0.463  -0.027
N -0.064 -0.267 0.622  0.022
O 2.582 0.668 0.219  0.166
H -3.117 0.610 -0.578  0.065
H -2.272 1.463 0.807  0.078
H -1.061 -0.681 -1.053  0.111
H 0.758 -1.778 -0.541  0.101
H 1.699 -1.532 1.012  0.182
H 1.519 0.417 -1.492  0.174
H -0.103 0.083 1.572  0.169
H 3.070 1.452 -0.091  0.177

Its total charge is +1. The gap between HOMO and LUMO (alpha / beta) is 7.8 / 7.8 eV. As for the multiplicity: 1. The HOMO energy (alpha / beta) is -13.0 / -13.0 eV.

=====

# 4
The following is a DFT calculation (the ωB97M-V functional and the def2-TZVPD basis) of a 2-piece molecular cluster, C4H8NO overall.

Each line ends with the Löwdin charge.
Positions of all 14 atoms, in Å:
C 2.087 -0.824 0.094  -0.229
C -1.687 0.349 -0.279  -0.046
C -0.585 0.739 -0.641  0.011
C -2.745 -0.699 0.144  -0.055
N 2.159 0.793 0.103  0.199
O 2.715 -1.383 -0.626  0.214
H -0.275 1.716 -0.551  0.023
H 1.126 -1.471 0.456  0.211
H -2.791 -0.575 1.217  0.071
H -2.574 -1.695 -0.207  0.075
H -3.813 -0.441 -0.140  0.106
H 3.049 1.093 -0.239  0.139
H 2.090 1.162 1.056  0.154
H 1.243 1.237 -0.388  0.126

Its total charge is +1. The gap between HOMO and LUMO is 10.3 eV. As for the multiplicity: 1. The HOMO energy is -14.5 eV.

=====

# 5
The following is a DFT calculation (the ωB97M-V functional and the def2-TZVPD basis) of C4H8NO as an isolated structure.

Each line ends with the Löwdin charge.
Positions of all 14 atoms, in Å:
C 0.550 -0.712 -0.567  0.167
C 0.192 -0.630 0.891  -0.221
C -1.164 -1.119 1.376  -0.005
C 0.707 1.604 -1.577  0.061
N 0.495 0.593 -0.617  -0.089
O 0.219 0.862 0.709  0.079
H 0.275 -1.453 -1.247  0.149
H 0.803 -0.872 1.754  0.165
H -2.109 -0.800 1.035  0.077
H -1.124 -0.787 2.484  0.132
H -1.013 -2.224 1.371  0.116
H 1.325 1.313 -2.396  0.115
H 1.095 2.558 -1.193  0.141
H -0.250 1.667 -2.023  0.112

Its total charge is +1. The gap between HOMO and LUMO is 10.7 eV. As for the multiplicity: 1. The HOMO energy is -16.1 eV.

=====

# 6
The following is a DFT calculation (the ωB97M-V functional and the def2-TZVPD basis) of C4H8NO as an isolated structure.

Each line ends with the Löwdin charge.
Positions of all 14 atoms, in Å:
C 0.974 -0.628 0.861  0.088
C 1.400 0.245 -0.103  0.010
C 0.002 0.425 1.344  -0.072
C -1.322 -0.311 -1.481  -0.140
N 0.437 1.166 0.152  0.136
O -0.512 -1.221 -1.081  -0.066
H 1.312 -1.562 1.253  0.136
H 2.155 0.269 -0.868  0.157
H -1.064 0.206 1.384  0.132
H 0.307 0.913 2.271  0.145
H -2.310 -0.175 -1.056  0.077
H -0.983 0.305 -2.303  0.076
H 0.405 2.157 -0.038  0.181
H -0.801 -1.790 -0.335  0.139

Its total charge is +1. The gap between HOMO and LUMO (alpha / beta) is 6.8 / 8.9 eV. As for the multiplicity: 3. The HOMO energy (alpha / beta) is -10.7 / -16.2 eV.

=====

# 7
The following is a DFT calculation (the ωB97M-V functional and the def2-TZVPD basis) of a 2-piece molecular cluster, C4H8NO overall.

Each line ends with the Löwdin charge.
Positions of all 14 atoms, in Å:
C 0.463 -0.014 -1.719  0.081
C 0.695 0.555 -0.670  0.189
C 0.166 -0.899 -2.808  -0.013
C -0.704 -0.014 2.512  -0.335
N -1.574 -0.759 3.144  0.171
O -0.729 0.184 1.298  -0.010
H 0.122 -1.938 -2.360  0.145
H -0.614 -0.525 -3.390  0.091
H 1.074 -0.872 -3.433  0.108
H -0.190 0.686 3.229  0.164
H 1.464 0.978 -0.105  0.112
H -1.563 -0.979 4.164  0.157
H -2.101 -1.379 2.551  0.126
H 0.067 0.238 0.219  0.014

Its total charge is +1. The gap between HOMO and LUMO (alpha / beta) is 8.3 / 6.3 eV. As for the multiplicity: 3. The HOMO energy (alpha / beta) is -11.7 / -14.9 eV.

=====

# 8
The following is a DFT calculation (the ωB97M-V functional and the def2-TZVPD basis) of an isolated ion of composition C4H8NO2 and charge -1.

Each line ends with the Löwdin charge.
Positions of all 15 atoms, in Å:
N 0.694 0.316 1.653  0.131
C 0.326 1.258 0.688  -0.544
O 0.381 2.459 0.892  0.001
C -0.082 0.611 -0.604  -0.171
C -1.183 -0.423 -0.576  -0.210
C -0.625 -1.744 -1.254  -0.548
O 0.587 -2.045 -0.779  -0.346
H 1.032 -0.531 1.202  0.079
H 1.307 0.731 2.340  0.082
H -0.182 1.401 -1.316  0.099
H 0.804 0.015 -0.874  0.104
H -1.359 -0.782 0.446  0.090
H -2.160 -0.061 -0.923  0.088
H -1.450 -2.483 -1.125  0.070
H -0.642 -1.525 -2.368  0.077

As for the SMILES: NC(=O)CCC[O-]. Its total charge is -1. The gap between HOMO and LUMO is 7.0 eV. As for the multiplicity: 1. The HOMO energy is -2.9 eV.

=====

Table of relative energy (zero: lowest compared OMol25 entry of this formula, charge and spin) (kJ/mol), in record order: 484.4; 833.7; 227.6; 444.0; 354.0; 94.3; 233.0; 143.5
Table of E_tot (a.u.), in record order: -451.3338; -526.4142; -286.8558; -286.7734; -286.8077; -286.7454; -286.6926; -362.4696